# C33H88O11

A cluster of 11 separate species, C33H88O11 in total at a distorted geometry (ωB97M-V with the def2-TZVPD basis set, the Open Molecules 2025 dataset).

Structure (SMILES): CC(C)O.CC(C)O.CC(C)O.CC(C)O.CC(C)O.CC(C)O.CC(C)O.CC(C)O.CC(C)O.CC(C)O.CC(C)O
Gap between HOMO and LUMO, eV: 10.3454
Relative energy (zero: lowest compared OMol25 entry of this formula, charge and spin), eV: 6.2437

Each line ends with the Mulliken charge.
CARTESIAN COORDINATES (ANGSTROEM)
C  -5.198  4.677  -0.028  -1.139
C  -4.336  5.923  -0.014  0.255
C  -3.116  5.709  -0.931  -0.928
O  -5.057  7.019  -0.570  -0.551
H  -5.432  4.537  -1.089  0.251
H  -6.098  4.808  0.576  0.360
H  -4.746  3.724  0.256  0.243
H  -4.003  6.122  1.012  0.360
H  -2.574  4.868  -0.491  -0.037
H  -2.499  6.598  -0.818  0.423
H  -3.492  5.484  -1.926  0.490
H  -5.685  7.315  0.101  0.325
C  3.589  3.497  -1.749  -1.514
C  3.984  2.043  -1.588  1.939
C  4.642  1.559  -2.897  -1.637
O  4.948  1.967  -0.519  -0.547
H  2.938  3.609  -2.618  0.299
H  4.481  4.112  -1.891  0.426
H  3.141  3.933  -0.855  0.220
H  3.131  1.420  -1.310  -0.722
H  5.089  0.567  -2.799  0.410
H  5.514  2.174  -3.131  0.478
H  3.877  1.609  -3.669  0.363
H  5.785  1.640  -0.855  0.351
C  1.265  -0.427  4.105  -0.425
C  1.166  -0.348  5.636  0.021
C  2.217  -1.175  6.327  -1.114
O  1.339  1.077  5.869  -0.517
H  2.228  0.032  3.873  0.245
H  0.442  0.071  3.599  0.210
H  1.395  -1.428  3.682  -0.094
H  0.132  -0.587  5.903  0.422
H  3.200  -1.134  5.862  0.277
H  1.892  -2.219  6.362  0.216
H  2.312  -0.864  7.371  0.409
H  1.070  1.205  6.789  0.338
C  -0.548  -1.917  -2.580  -0.348
C  -0.914  -3.170  -3.346  0.264
C  -0.332  -4.484  -2.810  -0.667
O  -2.340  -3.295  -3.467  -0.636
H  -1.055  -1.008  -2.901  -0.059
H  0.515  -1.734  -2.780  0.310
H  -0.661  -2.011  -1.497  -1.103
H  -0.600  -3.065  -4.386  0.446
H  -0.535  -4.724  -1.766  -0.043
H  0.761  -4.446  -2.886  0.306
H  -0.679  -5.251  -3.499  0.283
H  -2.706  -3.447  -2.588  0.335
C  -1.431  0.750  0.101  -1.059
C  -0.062  0.119  0.285  2.762
C  -0.165  -1.381  0.537  -0.698
O  0.621  0.230  -0.987  0.127
H  -1.930  0.416  -0.804  -0.568
H  -1.354  1.836  0.125  -0.030
H  -2.022  0.464  0.977  0.580
H  0.578  0.557  1.060  -0.846
H  0.796  -1.901  0.564  -0.264
H  -0.780  -1.811  -0.258  1.033
H  -0.631  -1.600  1.505  0.503
H  1.223  -0.516  -1.062  -0.424
C  3.919  -1.799  -0.801  -0.980
C  3.946  -1.959  0.724  0.295
C  3.578  -0.682  1.426  -0.591
O  3.152  -3.081  1.106  -0.490
H  2.868  -1.866  -1.112  -0.028
H  4.383  -2.646  -1.312  0.423
H  4.473  -0.924  -1.137  0.384
H  4.986  -2.196  1.000  0.336
H  2.497  -0.516  1.366  -0.314
H  4.007  0.235  1.013  0.372
H  3.908  -0.625  2.465  0.466
H  2.770  -3.476  0.310  -0.046
C  -4.373  -0.081  -2.053  -1.088
C  -5.283  0.303  -3.238  0.635
C  -5.592  1.797  -3.208  -0.989
O  -4.597  -0.102  -4.435  -0.595
H  -4.958  -0.057  -1.124  0.448
H  -3.536  0.603  -1.925  -0.015
H  -4.112  -1.138  -2.127  0.305
H  -6.184  -0.312  -3.218  0.267
H  -4.762  2.353  -2.769  -0.047
H  -6.490  1.922  -2.603  0.354
H  -5.749  2.190  -4.212  0.398
H  -3.684  -0.319  -4.245  0.313
C  0.195  4.769  1.249  -1.421
C  0.322  3.572  2.177  1.288
C  1.709  2.985  2.286  -0.712
O  -0.092  4.028  3.466  -0.637
H  0.549  4.536  0.238  0.260
H  0.915  5.525  1.582  0.417
H  -0.768  5.265  1.152  0.208
H  -0.322  2.747  1.842  -0.172
H  2.041  2.467  1.386  0.020
H  1.622  2.317  3.147  -0.163
H  2.411  3.761  2.602  0.510
H  -0.192  3.267  4.050  0.367
C  -0.287  -3.945  5.659  -0.915
C  -0.589  -4.162  4.184  0.460
C  0.579  -4.015  3.236  -0.417
O  -1.239  -5.422  3.950  -0.552
H  0.586  -4.530  5.954  0.338
H  -1.148  -4.139  6.296  0.491
H  0.006  -2.903  5.823  -0.202
H  -1.292  -3.393  3.826  0.097
H  0.381  -3.626  2.242  -0.601
H  1.145  -4.945  3.118  0.619
H  1.321  -3.342  3.678  0.402
H  -1.867  -5.539  4.669  0.325
C  1.497  -7.119  -0.800  -1.572
C  1.519  -5.663  -1.243  0.974
C  0.540  -4.842  -0.398  -0.592
O  2.857  -5.134  -1.108  -0.412
H  1.551  -7.257  0.280  0.397
H  2.179  -7.824  -1.277  0.459
H  0.474  -7.446  -1.042  0.372
H  1.238  -5.485  -2.290  -0.229
H  0.835  -3.792  -0.391  -0.094
H  0.600  -5.186  0.634  0.266
H  -0.458  -4.967  -0.812  0.046
H  3.451  -5.885  -1.112  0.347
C  -0.378  2.884  -2.482  0.892
C  -0.493  3.598  -3.816  0.335
C  -1.581  3.053  -4.739  -1.239
O  -0.751  4.995  -3.625  -0.620
H  -0.425  1.802  -2.631  -0.310
H  -1.063  3.211  -1.702  -0.225
H  0.643  2.998  -2.106  -0.400
H  0.462  3.512  -4.345  0.358
H  -2.536  3.202  -4.218  0.072
H  -1.548  2.004  -5.031  0.342
H  -1.612  3.699  -5.616  0.369
H  -1.442  5.012  -2.951  0.325


# C33H90N2O13

A cluster of 11 separate species, C33H90N2O13 in total at a distorted geometry (ωB97M-V with the def2-TZVPD basis set, the Open Molecules 2025 dataset).

Structure (SMILES): COC[C@H](C)N.COC[C@H](C)N.CC(C)O.CC(C)O.CC(C)O.CC(C)O.CC(C)O.CC(C)O.CC(C)O.OCCO.OCCO
Gap between HOMO and LUMO, eV: 9.8875
Relative energy (zero: lowest compared OMol25 entry of this formula, charge and spin), eV: 0.2692

Each line ends with the Mulliken charge.
CARTESIAN COORDINATES (ANGSTROEM)
C  -1.268  -3.559  -4.634  -1.359
C  -1.743  -4.481  -3.542  1.079
C  -2.000  -5.873  -3.937  -1.699
O  -0.784  -4.496  -2.463  -0.645
H  -2.004  -3.611  -5.412  0.505
H  -0.283  -3.847  -5.058  0.361
H  -1.095  -2.558  -4.283  0.144
H  -2.650  -4.111  -3.074  0.147
H  -2.376  -6.493  -3.136  0.379
H  -1.118  -6.398  -4.362  0.308
H  -2.724  -5.951  -4.748  0.423
H  0.117  -4.467  -2.732  0.164
C  -2.072  -1.745  1.058  -0.362
C  -1.372  -3.090  1.106  1.002
C  -2.330  -4.301  1.135  -1.643
O  -0.421  -3.058  -0.034  -0.315
H  -2.758  -1.514  1.894  0.235
H  -2.737  -1.741  0.168  -0.032
H  -1.274  -0.975  1.024  -0.136
H  -0.808  -3.150  2.026  -0.039
H  -3.051  -4.291  1.966  0.408
H  -1.691  -5.224  1.329  0.390
H  -2.813  -4.516  0.193  0.377
H  -0.701  -3.666  -0.717  0.116
C  4.469  3.306  -0.695  -1.806
C  4.471  1.898  -1.179  2.609
C  5.201  1.803  -2.571  -1.718
O  5.089  1.031  -0.248  -0.590
H  3.968  3.384  0.243  0.417
H  4.127  4.017  -1.436  0.375
H  5.506  3.610  -0.454  0.428
H  3.427  1.572  -1.373  -0.980
H  5.493  0.786  -2.797  0.267
H  6.114  2.386  -2.478  0.446
H  4.426  2.181  -3.279  0.347
H  5.006  0.133  -0.596  0.349
C  -0.777  4.904  3.383  -1.309
C  -1.452  5.472  2.190  0.896
C  -1.085  6.930  2.012  -1.652
O  -1.085  4.708  1.017  -0.243
H  -1.004  5.642  4.125  0.504
H  0.349  4.953  3.274  0.331
H  -1.153  3.929  3.640  0.148
H  -2.550  5.465  2.392  0.059
H  0.049  7.079  1.844  0.309
H  -1.370  7.487  2.885  0.446
H  -1.643  7.352  1.177  0.455
H  -1.075  5.344  0.306  0.215
C  -4.167  0.000  -2.316  -1.543
C  -2.934  0.018  -3.206  1.587
C  -3.283  -0.729  -4.561  -1.635
O  -2.532  1.421  -3.459  -0.432
H  -4.002  0.664  -1.439  0.208
H  -4.499  -0.928  -1.852  0.342
H  -5.018  0.378  -2.829  0.517
H  -2.074  -0.424  -2.783  -0.532
H  -4.049  -0.194  -5.085  0.522
H  -3.643  -1.748  -4.314  0.280
H  -2.435  -0.726  -5.232  0.375
H  -3.357  1.828  -3.724  0.307
C  -4.886  1.827  4.090  -1.725
C  -4.199  1.378  2.821  1.297
C  -5.197  1.399  1.647  -0.908
O  -3.188  2.270  2.495  -0.355
H  -4.134  2.134  4.774  0.402
H  -5.505  1.033  4.555  0.354
H  -5.531  2.612  3.798  0.420
H  -3.816  0.356  3.000  -0.146
H  -6.132  0.857  1.785  0.415
H  -4.681  1.078  0.731  -0.172
H  -5.498  2.442  1.494  0.331
H  -2.468  2.008  1.919  0.340
C  3.493  -2.165  2.447  -1.564
C  2.362  -1.268  2.088  1.205
C  2.610  0.222  2.262  -0.759
O  2.037  -1.532  0.685  0.100
H  3.647  -2.095  3.523  0.448
H  4.362  -1.726  1.979  0.251
H  3.239  -3.180  2.038  0.294
H  1.469  -1.526  2.681  -0.257
H  2.962  0.392  3.285  0.525
H  1.680  0.760  2.093  -0.171
H  3.378  0.448  1.488  0.166
H  1.240  -2.056  0.616  -0.323
C  0.007  2.408  -6.407  -0.455
C  1.004  2.914  -5.423  -0.251
O  0.460  3.208  -4.197  -0.506
O  -0.603  1.157  -6.130  -0.498
H  0.454  2.252  -7.384  0.329
H  -0.802  3.129  -6.594  0.267
H  1.464  3.783  -5.917  0.385
H  1.696  2.014  -5.433  0.083
H  0.478  2.463  -3.647  0.234
H  -0.955  1.158  -5.192  0.225
C  0.395  1.115  -0.822  0.984
C  -0.978  1.594  -0.358  -0.802
O  -1.067  1.767  1.019  0.177
O  0.336  0.978  -2.222  0.606
H  0.689  0.199  -0.365  -0.730
H  1.164  1.808  -0.499  0.101
H  -1.800  0.900  -0.584  -0.603
H  -1.174  2.524  -0.915  0.511
H  -0.692  2.598  1.263  -0.176
H  1.016  0.421  -2.596  -0.090
C  1.746  -2.540  -2.335  -1.511
C  2.836  -1.510  -2.121  1.742
C  4.181  -2.301  -2.074  -1.433
O  5.114  -1.493  -1.513  0.032
C  6.455  -1.987  -1.559  -1.078
N  2.817  -0.507  -3.141  -0.153
H  1.882  -3.376  -1.595  0.441
H  1.725  -2.939  -3.385  0.452
H  0.737  -2.098  -2.274  0.191
H  2.638  -0.976  -1.148  -0.816
H  4.337  -2.571  -3.140  0.433
H  4.008  -3.235  -1.510  0.452
H  7.106  -1.252  -1.079  0.297
H  6.802  -2.179  -2.602  0.311
H  6.434  -2.923  -1.011  0.316
H  3.011  -0.884  -4.086  0.333
H  3.547  0.194  -2.977  -0.089
C  -0.698  -1.528  8.262  -1.382
C  -0.528  -1.391  6.692  0.461
C  0.204  -0.027  6.477  -0.838
O  0.430  0.335  5.084  -0.260
C  -0.751  0.516  4.416  -0.098
N  0.020  -2.601  6.019  -0.625
H  -1.232  -0.606  8.688  0.328
H  0.270  -1.452  8.801  0.348
H  -1.251  -2.443  8.543  0.353
H  -1.599  -1.306  6.322  0.221
H  1.212  -0.075  6.859  0.382
H  -0.347  0.794  6.969  0.380
H  -1.296  -0.406  4.426  0.254
H  -0.551  0.826  3.319  -0.449
H  -1.362  1.279  4.938  0.374
H  0.977  -2.724  6.435  0.297
H  0.237  -2.482  5.061  0.268


# C33H96BrF3N8O11S

A cluster of 10 separate species, C33H96BrF3N8O11S in total at a distorted geometry (ωB97M-V with the def2-TZVPD basis set, the Open Molecules 2025 dataset).

Net charge: +6
Gap between HOMO and LUMO, eV: 4.1576

Each line ends with the Mulliken charge.
CARTESIAN COORDINATES (ANGSTROEM)
C  -8.646  -12.232  -5.891  -1.418
C  -9.815  -13.213  -5.597  0.309
C  -10.518  -12.717  -4.380  -0.787
O  -11.553  -13.670  -4.121  -0.331
C  -12.171  -13.315  -2.943  -0.849
N  -10.777  -13.435  -6.829  -0.266
H  -11.530  -14.100  -6.728  0.342
H  -11.163  -12.531  -7.062  0.376
H  -10.243  -13.657  -7.657  0.378
H  -8.899  -11.187  -6.071  0.408
H  -8.065  -12.522  -6.767  0.419
H  -7.980  -12.218  -5.028  0.376
H  -9.348  -14.162  -5.333  0.203
H  -11.086  -11.806  -4.571  0.434
H  -9.860  -12.671  -3.512  0.422
H  -12.958  -14.037  -2.725  0.343
H  -12.490  -12.284  -2.789  0.325
H  -11.585  -13.500  -2.043  0.313
C  0.482  -21.635  -1.883  -1.414
C  -0.062  -21.160  -0.547  0.369
C  0.712  -21.643  0.668  -0.808
O  0.298  -21.162  1.939  -0.331
C  1.240  -21.472  3.021  -0.777
N  -0.097  -19.605  -0.534  -0.315
H  -0.947  -19.303  -0.989  0.344
H  -0.245  -19.300  0.417  0.341
H  0.750  -19.118  -0.791  0.359
H  0.189  -21.121  -2.799  0.407
H  0.321  -22.703  -2.031  0.386
H  1.563  -21.493  -1.879  0.397
H  -1.093  -21.483  -0.402  0.264
H  1.726  -21.292  0.475  0.385
H  0.681  -22.732  0.650  0.421
H  1.463  -22.522  3.213  0.338
H  0.638  -21.176  3.880  0.253
H  2.095  -20.812  3.166  0.354
C  -5.298  -17.645  3.369  -1.454
C  -5.346  -16.043  3.590  0.194
C  -6.746  -15.563  3.902  -0.794
O  -6.930  -14.171  3.496  -0.303
C  -7.213  -14.062  2.126  -0.789
N  -4.365  -15.579  4.619  -0.184
H  -4.495  -14.579  4.676  0.331
H  -4.576  -16.008  5.509  0.349
H  -3.438  -15.723  4.244  0.355
H  -4.306  -18.097  3.370  0.477
H  -5.740  -17.892  2.404  0.366
H  -5.990  -18.049  4.108  0.359
H  -4.994  -15.598  2.659  0.296
H  -6.922  -15.617  4.976  0.432
H  -7.566  -16.157  3.498  0.397
H  -7.330  -12.993  1.945  0.294
H  -8.185  -14.499  1.900  0.340
H  -6.512  -14.301  1.326  0.293
C  -1.042  -19.138  10.275  -1.446
C  -1.266  -20.535  10.908  0.185
C  -1.661  -21.681  9.934  -0.685
O  -1.999  -22.764  10.764  -0.360
C  -2.338  -23.893  9.921  -0.734
N  -0.113  -20.985  11.815  -0.237
H  -0.140  -21.950  12.111  0.329
H  0.700  -20.814  11.241  0.374
H  -0.024  -20.401  12.635  0.361
H  -0.327  -19.187  9.454  0.394
H  -0.830  -18.333  10.979  0.451
H  -1.966  -18.832  9.784  0.349
H  -2.095  -20.472  11.613  0.277
H  -0.821  -21.991  9.312  0.423
H  -2.581  -21.362  9.444  0.418
H  -3.033  -23.672  9.112  0.287
H  -2.757  -24.705  10.516  0.282
H  -1.418  -24.192  9.418  0.330
C  0.009  -11.654  -1.575  -1.451
C  -1.231  -11.568  -0.596  0.175
C  -1.164  -10.506  0.529  -0.764
O  -2.377  -10.776  1.244  -0.255
C  -2.576  -10.077  2.378  -0.804
N  -2.444  -11.269  -1.429  -0.247
H  -2.884  -10.508  -0.931  0.340
H  -2.301  -10.940  -2.373  0.369
H  -3.244  -11.885  -1.403  0.314
H  0.390  -10.685  -1.897  0.404
H  -0.071  -12.256  -2.480  0.447
H  0.727  -12.127  -0.906  0.407
H  -1.487  -12.569  -0.249  0.245
H  -1.144  -9.476  0.172  0.432
H  -0.185  -10.668  0.981  0.484
H  -3.544  -10.223  2.859  0.204
H  -2.506  -9.023  2.112  0.337
H  -1.830  -10.261  3.152  0.356
C  -11.882  -20.191  4.563  -1.355
C  -11.452  -21.158  5.753  0.111
C  -12.303  -21.158  7.036  -0.600
O  -13.588  -21.836  6.808  -0.350
C  -14.604  -21.468  7.714  -0.720
N  -11.392  -22.559  5.199  -0.222
H  -12.353  -22.726  4.938  0.368
H  -10.842  -22.663  4.358  0.336
H  -10.940  -23.243  5.789  0.330
H  -12.861  -20.358  4.113  0.386
H  -11.124  -20.124  3.783  0.415
H  -11.912  -19.145  4.869  0.362
H  -10.436  -20.852  6.002  0.254
H  -12.493  -20.111  7.271  0.426
H  -11.680  -21.572  7.829  0.380
H  -14.230  -20.839  8.521  0.346
H  -14.988  -22.385  8.160  0.267
H  -15.353  -20.889  7.174  0.269
C  -12.030  -9.041  2.262  -1.488
C  -12.868  -8.267  3.336  0.353
C  -12.673  -6.669  3.365  -0.659
O  -13.125  -6.035  4.528  -0.307
C  -12.190  -6.077  5.587  -0.730
N  -14.378  -8.648  3.258  -0.338
H  -14.588  -9.588  2.956  0.343
H  -14.949  -8.466  4.071  0.353
H  -14.834  -8.175  2.491  0.365
H  -12.380  -10.062  2.110  0.443
H  -10.993  -9.068  2.597  0.366
H  -12.003  -8.585  1.272  0.365
H  -12.599  -8.792  4.252  0.223
H  -13.316  -6.285  2.573  0.397
H  -11.680  -6.395  3.009  0.414
H  -12.708  -5.903  6.530  0.296
H  -11.344  -5.395  5.496  0.339
H  -11.644  -7.006  5.747  0.264
C  -12.093  -10.656  12.578  -1.415
C  -10.897  -10.205  11.647  0.191
C  -10.659  -11.020  10.381  -0.682
O  -9.492  -10.477  9.754  -0.295
C  -9.294  -10.989  8.485  -0.791
N  -11.024  -8.707  11.396  -0.266
H  -11.715  -8.466  10.700  0.323
H  -11.214  -8.191  12.244  0.366
H  -10.088  -8.408  11.166  0.368
H  -12.254  -10.012  13.442  0.403
H  -12.048  -11.691  12.916  0.374
H  -13.055  -10.516  12.085  0.399
H  -9.992  -10.234  12.254  0.290
H  -11.537  -11.010  9.735  0.391
H  -10.549  -12.077  10.625  0.430
H  -8.387  -10.501  8.128  0.319
H  -10.060  -10.680  7.774  0.289
H  -9.133  -12.066  8.433  0.306
C  -1.601  -10.472  10.062  0.580
F  -1.525  -9.791  8.874  -0.221
F  -0.401  -10.580  10.673  -0.202
F  -2.458  -9.824  10.833  -0.206
S  -2.182  -12.259  9.694  1.092
O  -2.643  -12.858  10.902  -0.656
O  -3.259  -12.173  8.727  -0.711
O  -1.053  -12.958  9.110  -0.676
Br  0.828  -15.977  3.079  -0.925


Q: Among the records above, which one has the lowest gap between HOMO and LUMO?
A: C33H96BrF3N8O11S


Q: gap between HOMO and LUMO of number 2 (C33H90N2O13)?
A: 9.8875 eV